No. 1
The molecule C16H12O7 in a non-equilibrium geometry. Source: OMol25; level of theory: ωB97M-V with the def2-TZVPD basis set.

The geometry in XYZ format:
```
35
Properties=species:S:1:pos:R:3:forces:R:3
C -0.487 4.278 -2.296 -0.4 2.3 0.4
O -0.616 2.964 -1.927 -1.0 -3.9 1.4
C -1.778 2.304 -2.243 -0.4 0.8 0.7
O -2.570 2.714 -3.038 -0.2 0.9 -0.4
C -2.126 0.947 -1.605 1.0 -3.0 -1.0
O -3.423 0.392 -1.345 -0.4 1.7 -0.8
C -3.025 0.055 -2.654 1.5 -1.2 0.7
C -2.542 -1.358 -2.892 2.6 -0.8 1.8
C -1.521 -1.909 -2.112 -1.3 0.5 -0.8
C -0.880 -1.132 -1.016 0.3 -2.7 0.6
O -0.032 -1.887 -0.163 -1.6 0.4 -2.0
C 0.641 -1.283 0.833 1.0 0.9 0.1
C 1.497 -2.064 1.565 -1.3 -3.1 -2.6
C 2.238 -1.717 2.628 -1.3 3.0 0.8
C 2.791 -2.833 3.440 -0.4 0.8 2.7
O 3.456 -3.788 2.663 2.1 0.4 0.6
C 2.132 -0.318 2.976 -0.4 -2.1 -1.0
C 1.343 0.527 2.139 0.9 1.0 2.3
O 1.230 1.817 2.457 -1.1 1.6 -0.9
C 0.589 0.078 1.081 -1.4 -1.5 -1.7
C -0.386 0.851 0.320 0.5 1.1 0.3
O -0.534 2.060 0.583 -0.5 -0.8 -0.3
C -1.136 0.148 -0.770 0.5 2.7 0.0
H 0.452 4.734 -1.846 -1.1 -0.9 -0.7
H -1.376 4.852 -1.919 0.8 -0.3 -0.4
H -0.507 4.280 -3.363 0.3 0.8 -0.9
H -3.588 0.473 -3.499 0.4 0.4 0.7
H -2.802 -2.060 -3.709 -0.5 1.2 0.3
H -1.213 -2.956 -2.385 0.0 1.3 0.8
H 1.426 -3.092 1.209 0.4 -0.1 0.4
H 1.983 -3.362 4.007 0.2 0.4 -0.8
H 3.346 -2.363 4.323 0.2 -0.8 -1.2
H 4.409 -3.560 2.797 -1.1 -0.7 -0.6
H 2.473 -0.088 3.967 0.3 1.0 0.0
H 0.535 2.296 1.794 1.5 -1.6 1.3
```
Forces are in eV/Å.

Values from the calculation:
Structure (SMILES): COC(=O)[C@@]12O[C@@H]1C=Cc1oc3cc(CO)cc(O)c3c(=O)c12
E_LUMO, eV: -0.670
Spin multiplicity: 1
Energy relative to the best compared isomer or geometry (same formula, charge and spin), kcal/mol: 11.1
E_tot, eV: -31115.0995

No. 2
A structure of composition H22NO14Y in a non-equilibrium geometry. Source: OMol25; level of theory: ωB97M-V with the def2-TZVPD basis set.

The geometry in XYZ format:
```
38
Properties=species:S:1:pos:R:3:forces:R:3
Y -0.744 -2.162 -2.362 1.1 3.1 3.5
N -0.772 0.024 0.489 7.2 2.6 3.0
O -0.472 1.207 0.328 -2.3 1.5 0.1
O -0.360 -0.558 1.497 -2.7 -0.6 1.6
O -0.744 -0.634 -0.523 -2.9 -4.8 -6.8
O 1.209 -2.517 2.321 1.1 1.5 -0.3
H 0.859 -1.820 2.891 0.4 0.1 0.0
H 0.591 -3.192 2.458 -1.2 -1.9 0.4
O 1.487 -1.985 -1.418 -0.4 -1.1 -3.5
H 2.039 -1.828 -2.229 -0.3 -0.5 0.7
H 1.978 -1.400 -0.851 0.5 1.1 2.3
O -0.817 -3.553 -0.510 -0.7 -0.9 0.0
H -1.015 -4.502 -0.592 0.4 -0.2 0.1
H -1.270 -3.314 0.327 0.7 0.4 -0.3
O -1.252 1.312 3.788 1.1 -2.1 0.3
H -1.876 1.854 3.387 -1.6 2.7 -0.7
H -1.478 0.521 3.282 0.5 -0.5 0.5
O -2.925 -2.073 -1.415 0.6 -0.4 -1.0
H -3.253 -2.977 -1.270 -0.6 0.6 0.4
H -3.060 -1.494 -0.644 -0.2 -0.3 -0.2
O 2.647 -0.059 0.234 0.5 -0.3 -0.4
H 2.082 0.009 1.004 -0.6 0.0 0.8
H 3.491 0.208 0.635 0.2 -0.2 -0.4
O 1.541 1.509 2.321 0.8 -0.2 -1.4
H 0.803 0.911 2.259 -1.0 -0.2 1.0
H 1.556 1.767 1.379 0.3 0.8 0.8
O 0.216 -0.212 -3.214 -2.2 -3.3 -2.2
H 0.822 0.343 -2.729 2.0 2.1 1.9
H 0.663 -0.348 -4.067 -0.2 0.6 -0.2
O -0.557 3.506 -1.921 -1.4 -1.5 0.8
H -0.943 4.349 -1.610 0.3 -0.6 -0.1
H -1.190 2.788 -1.587 1.3 1.8 -0.6
O -1.385 3.751 1.314 1.3 -1.9 -0.9
H -1.068 2.922 0.844 -0.1 1.6 1.2
H -2.290 3.720 1.055 -1.4 0.5 0.0
O 1.948 1.242 -2.018 -0.8 -0.3 -1.1
H 2.186 0.798 -1.214 1.0 -0.8 1.2
H 1.349 1.885 -1.647 -0.6 1.4 -0.2
```
Forces are in eV/Å.

Values from the calculation:
Net charge: +2
E_LUMO, eV: -9.842
Spin multiplicity: 1
E_tot, eV: -31535.8681

No. 3
A cluster of 3 separate species, C6H16N2O2 in total. Source: OMol25; level of theory: ωB97M-V with the def2-TZVPD basis set.

The geometry in XYZ format:
```
26
Properties=species:S:1:pos:R:3:forces:R:3
C 1.826 -0.430 0.514 0.0 -0.1 0.1
C 0.861 0.666 0.101 -0.5 -0.3 0.0
C 2.145 -1.436 -0.585 -0.1 0.1 0.1
N 0.584 1.628 1.156 0.0 0.0 -0.1
O 1.362 -1.071 1.708 0.0 0.1 -0.2
H 0.516 -1.500 1.491 0.0 0.1 0.0
H 2.768 0.052 0.819 0.0 0.0 0.0
H 0.751 1.180 2.053 0.0 0.0 0.0
H 1.175 2.452 1.099 0.0 -0.1 0.0
H -0.770 0.669 -0.192 0.0 0.5 0.0
H 1.124 1.156 -0.836 0.0 0.0 0.0
H 2.939 -2.104 -0.251 0.0 0.0 0.0
H 2.474 -0.933 -1.498 0.0 0.0 0.0
H 1.273 -2.045 -0.821 0.0 0.0 0.0
C -2.130 1.408 -0.200 0.5 -0.5 0.1
C -1.075 -0.950 -1.676 0.0 0.0 0.0
C -1.067 -0.479 -0.252 0.0 0.2 0.1
O -2.325 1.672 1.128 0.1 0.0 -0.1
N -1.431 -1.198 0.739 0.0 0.0 -0.1
H -1.462 1.989 1.457 -0.1 0.0 0.0
H -1.591 -0.667 1.593 0.0 0.0 0.0
H -1.656 2.201 -0.787 0.0 0.0 0.0
H -3.015 0.984 -0.663 0.0 0.0 0.0
H -0.451 -0.328 -2.318 0.0 0.0 0.0
H -2.100 -0.936 -2.055 0.0 0.0 0.0
H -0.725 -1.980 -1.725 0.0 0.0 0.0
```
Forces are in eV/Å.

Values from the calculation:
E_LUMO, eV: 0.700
Spin multiplicity: 1
Energy relative to the best compared isomer or geometry (same formula, charge and spin), kcal/mol: 152.4
E_tot, eV: -13551.5444

No. 4
The ion C6H11N2O2S2 with charge +1 in a non-equilibrium geometry. Source: OMol25; level of theory: ωB97M-V with the def2-TZVPD basis set.

The geometry in XYZ format:
```
23
Properties=species:S:1:pos:R:3:forces:R:3
C -0.522 -0.454 -0.966 -0.4 -0.7 -0.2
C -2.788 -0.126 -0.316 1.3 -1.6 -2.9
C 0.211 -1.809 -0.561 -1.8 -0.1 1.1
C 1.569 0.265 -0.130 0.5 -1.5 1.0
C -3.317 1.038 1.691 -1.1 -1.3 1.6
C 4.239 0.457 0.967 -1.3 -0.2 0.6
N 0.531 0.563 -0.851 0.7 0.3 -0.6
N -1.060 -0.467 -2.259 -0.7 -0.2 2.5
O -1.430 -0.003 0.008 -1.9 0.2 1.3
O -3.633 0.262 0.509 -0.3 0.3 1.1
S 1.580 -1.367 0.472 0.8 0.7 0.0
S 2.741 1.357 0.323 1.2 1.7 0.7
H -0.381 -2.514 0.121 0.2 1.1 -1.5
H 0.529 -2.305 -1.462 0.1 -0.3 -0.2
H -2.441 0.582 2.168 0.0 0.7 -0.2
H -4.206 0.863 2.411 1.4 0.8 -1.4
H -3.211 2.027 1.276 0.2 0.5 0.8
H 4.967 1.157 1.361 0.0 0.6 -0.8
H 4.502 -0.108 0.111 1.0 -0.6 -0.5
H 4.099 -0.167 1.850 -0.8 -0.3 -0.2
H 0.423 1.408 -1.408 0.1 -0.1 0.4
H -0.432 -0.589 -2.974 1.2 -0.2 -2.1
H -1.970 -0.070 -2.339 -0.5 0.0 -0.4
```
Forces are in eV/Å.

Values from the calculation:
Net charge: +1
E_LUMO, eV: -3.841
Spin multiplicity: 1
Energy relative to the best compared isomer or geometry (same formula, charge and spin), kcal/mol: 52.5
E_tot, eV: -35136.6754